A structure of composition C25H25BrN3O3PtS at a distorted geometry. Source: OMol25; level of theory: ωB97M-V/def2-TZVPD.

Summary:
Orbital gap (alpha / beta)   3.773 / 6.066 eV
LUMO level (alpha / beta)   2.16 / 2.15 eV
Net charge   -1
⟨S²⟩   2.024
Spin multiplicity   3

Geometry (Å):
Pt  0.417  -0.010  -0.032
O  2.712  2.498  0.940
S  3.485  1.402  0.400
O  4.769  1.187  1.026
N  2.566  0.108  0.311
C  3.125  -1.143  -0.035
C  4.470  -1.403  -0.326
C  4.899  -2.705  -0.549
C  4.031  -3.775  -0.464
C  2.666  -3.559  -0.208
C  1.712  -4.606  -0.064
C  0.388  -4.275  0.239
C  -0.005  -2.960  0.293
N  0.867  -1.930  0.087
C  2.214  -2.223  -0.067
C  3.860  1.847  -1.307
C  4.801  2.836  -1.548
C  5.124  3.182  -2.852
C  4.504  2.534  -3.913
C  3.554  1.551  -3.667
C  3.230  1.205  -2.363
H  5.183  -0.594  -0.359
H  5.946  -2.882  -0.770
H  4.388  -4.790  -0.600
H  2.027  -5.639  -0.145
H  -0.349  -5.047  0.421
H  -1.034  -2.684  0.477
H  5.278  3.316  -0.702
H  5.862  3.951  -3.041
H  4.760  2.789  -4.934
H  3.067  1.049  -4.494
H  2.496  0.434  -2.158
O  -0.277  6.054  0.704
C  -0.184  4.730  0.441
C  0.289  4.225  -0.762
C  0.369  2.866  -0.931
N  0.015  1.973  0.004
C  -0.447  2.488  1.156
Br  -0.918  1.243  2.493
C  -0.580  3.829  1.419
H  0.169  6.539  0.003
H  0.621  4.887  -1.552
H  0.744  2.450  -1.855
H  -0.954  4.178  2.369
C  -3.218  -1.431  -2.033
C  -1.904  -0.646  -1.976
C  -0.842  -1.412  -2.784
C  -2.120  0.730  -2.642
C  -1.465  -0.440  -0.545
H  -3.547  -1.564  -3.068
H  -4.007  -0.907  -1.488
H  -3.081  -2.417  -1.584
H  -1.127  -1.484  -3.839
H  -0.720  -2.421  -2.384
H  0.120  -0.904  -2.709
H  -2.456  0.622  -3.679
H  -1.182  1.288  -2.634
H  -2.867  1.307  -2.093
H  -2.274  -0.520  0.186


A cluster of 2 separate species, C2H3N3O in total at a distorted geometry. Source: OMol25; level of theory: ωB97M-V/def2-TZVPD.

Summary:
Orbital gap   9.679 eV
SMILES   NC#[N+][O-].C#N
LUMO level   0.59 eV
Spin multiplicity   1

Geometry (Å):
N  -1.266  -1.152  -0.742
C  -0.968  0.155  -0.549
N  -0.742  1.205  -0.116
O  -0.405  2.311  0.302
H  -0.749  -1.754  -0.107
H  -1.173  -1.453  -1.704
C  1.614  0.261  1.219
N  1.570  -0.886  1.094
H  1.579  1.334  1.295


A structure of composition C13H23Cl2NOSc at a distorted geometry. Source: OMol25; level of theory: ωB97M-V/def2-TZVPD.

Summary:
Orbital gap   4.870 eV
LUMO level   2.55 eV
Net charge   -1
Spin multiplicity   1

Geometry (Å):
Sc  0.970  -0.233  0.001
Cl  1.002  -2.561  -0.188
Cl  2.208  1.326  1.308
C  2.395  -0.016  -1.301
H  2.979  0.904  -1.365
H  2.786  -0.870  -1.857
C  -0.313  0.798  -1.414
C  0.811  0.381  -2.071
H  -0.192  1.533  -0.588
C  0.604  -0.712  -3.193
H  1.189  1.268  -2.616
C  -0.554  -0.295  -4.094
H  1.532  -0.817  -3.770
H  0.410  -1.675  -2.701
C  -1.830  -0.097  -3.284
H  -0.290  0.647  -4.590
H  -0.710  -1.039  -4.882
C  -1.649  0.858  -2.083
H  -2.622  0.289  -3.935
H  -2.168  -1.072  -2.913
H  -1.831  1.886  -2.436
H  -2.439  0.654  -1.347
O  -0.472  -0.338  1.814
C  -0.378  -0.481  3.062
C  0.913  -0.736  3.819
C  1.307  0.449  4.706
C  0.645  0.427  6.084
C  -0.873  0.566  6.042
C  -1.576  -0.550  5.271
N  -1.492  -0.391  3.811
H  0.777  -1.645  4.427
H  1.698  -0.925  3.078
H  2.398  0.434  4.834
H  1.080  1.393  4.190
H  0.911  -0.505  6.600
H  1.053  1.254  6.678
H  -1.256  0.547  7.070
H  -1.150  1.539  5.617
H  -1.153  -1.522  5.568
H  -2.641  -0.551  5.527
H  -2.360  -0.377  3.281